1.
C46H32F5InN6OP2SSe2 as an isolated structure, computed with ωB97M-V/def2-TZVPD.

Calculated total energy, eV: -238078.3137
Orbital gap, hartree: 0.2775
Net charge: 0
2S+1: 1

XYZ file:
```
96
C46H32F5InN6OP2SSe2 (ωB97M-V/def2-TZVPD)
In 0.081 1.971 1.878
C 2.932 0.247 4.996
C 1.772 0.653 4.147
N 1.852 1.506 3.196
N 3.042 2.120 2.926
C 2.817 3.223 2.216
O 1.677 3.650 1.856
C 4.029 4.001 1.815
C 3.863 5.125 1.015
C 4.966 5.868 0.615
C 6.240 5.491 1.020
C 6.410 4.369 1.822
C 5.309 3.626 2.220
C 0.411 0.142 4.456
C 0.196 -0.859 5.387
C -1.108 -1.223 5.685
C -2.157 -0.574 5.060
C -1.856 0.399 4.124
N -0.607 0.744 3.835
H 3.808 0.815 4.708
H 3.141 -0.819 4.873
H 2.713 0.423 6.052
H 2.862 5.404 0.712
H 4.832 6.742 -0.010
H 7.101 6.073 0.712
H 7.403 4.074 2.138
H 5.424 2.747 2.841
H 1.033 -1.343 5.872
H -1.301 -2.005 6.410
H -3.187 -0.826 5.274
H -2.634 0.932 3.591
Se 1.711 -4.102 -1.417
P -0.289 -3.502 -1.185
C -1.350 -4.689 -0.314
C -2.659 -4.371 0.055
C -3.453 -5.314 0.684
C -2.942 -6.579 0.961
C -1.641 -6.893 0.608
C -0.842 -5.947 -0.028
C -1.088 -3.230 -2.805
C -2.373 -3.668 -3.121
C -2.885 -3.469 -4.400
C -2.119 -2.844 -5.372
C -0.828 -2.429 -5.072
C -0.317 -2.629 -3.800
C -0.471 -1.993 -0.168
C -0.065 -0.661 -0.224
N -0.395 -0.112 0.974
N -0.974 -1.048 1.716
N -1.021 -2.176 1.058
P 0.639 0.393 -1.473
Se 1.087 2.313 -0.619
C 2.160 -0.347 -2.080
C 3.140 -0.603 -1.120
C 4.347 -1.161 -1.500
C 4.583 -1.458 -2.837
C 3.617 -1.190 -3.795
C 2.403 -0.630 -3.420
C -0.584 0.584 -2.781
C -0.257 1.327 -3.918
C -1.226 1.582 -4.875
C -2.527 1.125 -4.686
C -2.858 0.413 -3.544
C -1.888 0.137 -2.591
H -3.052 -3.378 -0.129
H -4.466 -5.061 0.972
H -3.563 -7.315 1.459
H -1.239 -7.874 0.829
H 0.178 -6.179 -0.307
H -2.975 -4.180 -2.385
H -3.882 -3.819 -4.637
H -2.521 -2.697 -6.368
H -0.215 -1.960 -5.832
H 0.708 -2.370 -3.579
H 2.956 -0.365 -0.079
H 5.103 -1.367 -0.754
H 5.526 -1.901 -3.133
H 3.804 -1.421 -4.836
H 1.651 -0.427 -4.171
H 0.742 1.728 -4.040
H -0.974 2.155 -5.758
H -3.285 1.336 -5.431
H -3.873 0.068 -3.392
H -2.146 -0.422 -1.701
F -6.317 3.963 -0.436
C -5.202 3.897 0.292
C -4.305 2.869 0.103
F -4.555 1.924 -0.809
C -3.157 2.816 0.863
F -2.340 1.765 0.648
C -2.841 3.761 1.830
S -1.386 3.725 2.814
C -3.776 4.776 2.001
F -3.563 5.725 2.916
C -4.934 4.853 1.251
F -5.799 5.849 1.446
```

Here are the Löwdin charges for atoms 1 to 2, given in e: atom 1 (In): 0.49, atom 2 (C): -0.01

***

2.
C46H33AlI6N6 as an isolated structure in a non-equilibrium geometry, computed with ωB97M-V/def2-TZVPD.

Calculated total energy, eV: -112368.5721
Orbital gap (spin up / spin down), hartree: 0.1081 / 0.1095
Net charge: +2
2S+1: 1

XYZ file:
```
92
C46H33AlI6N6 (ωB97M-V/def2-TZVPD)
Al -8.025 -9.821 -20.068
I -7.209 -19.127 -23.490
C -7.454 -17.195 -22.603
C -8.168 -17.028 -21.382
C -8.288 -15.786 -20.826
C -7.676 -14.659 -21.427
C -6.986 -14.861 -22.650
C -6.819 -16.118 -23.211
C -7.746 -13.253 -20.882
C -8.990 -12.704 -20.435
C -10.214 -13.430 -20.310
C -11.213 -12.544 -19.945
C -10.641 -11.251 -19.811
C -11.405 -10.071 -19.552
C -12.635 -10.098 -18.702
C -13.378 -8.903 -18.469
C -14.441 -8.892 -17.605
C -14.801 -10.048 -16.895
I -16.337 -10.034 -15.424
C -14.085 -11.213 -17.091
C -12.982 -11.245 -17.959
C -10.875 -8.861 -20.109
N -9.511 -8.523 -20.152
C -9.458 -7.180 -20.629
C -8.314 -6.348 -20.658
C -8.404 -4.866 -20.925
C -9.293 -4.097 -20.143
C -9.389 -2.712 -20.294
C -8.631 -2.089 -21.291
I -8.842 -0.026 -21.602
C -7.666 -2.835 -22.047
C -7.551 -4.221 -21.822
C -7.061 -6.917 -20.314
C -5.896 -6.200 -19.945
C -4.920 -7.091 -19.521
C -5.419 -8.404 -19.763
N -6.766 -8.297 -20.218
C -4.577 -9.579 -19.794
C -5.111 -10.727 -20.368
C -4.378 -11.868 -20.884
C -5.247 -12.904 -21.163
C -6.584 -12.422 -20.864
N -6.499 -11.082 -20.452
C -3.073 -9.483 -19.517
C -2.207 -9.469 -20.624
C -0.842 -9.506 -20.446
C -0.294 -9.495 -19.145
I 1.820 -9.536 -18.935
C -1.132 -9.466 -18.038
C -2.525 -9.429 -18.202
C -10.771 -6.771 -20.977
C -11.645 -7.770 -20.629
N -9.267 -11.339 -20.147
H -8.495 -17.928 -20.822
H -8.832 -15.605 -19.885
H -6.590 -13.946 -23.142
H -6.241 -16.220 -24.136
H -10.363 -14.491 -20.479
H -12.262 -12.793 -19.893
H -13.075 -7.957 -18.917
H -15.009 -7.966 -17.498
H -14.341 -12.120 -16.548
H -12.379 -12.168 -18.011
H -9.955 -4.621 -19.472
H -10.021 -2.158 -19.612
H -7.041 -2.320 -22.769
H -6.833 -4.817 -22.393
H -5.887 -5.124 -19.951
H -3.955 -6.900 -19.077
H -3.304 -11.919 -21.035
H -5.023 -13.896 -21.505
H -2.601 -9.480 -21.624
H -0.164 -9.491 -21.295
H -0.662 -9.463 -17.026
H -3.201 -9.362 -17.347
H -11.040 -5.827 -21.425
H -12.709 -7.817 -20.822
I -5.651 -13.740 -17.789
I -4.999 -12.211 -15.227
N -8.096 -11.812 -14.860
C -8.068 -10.590 -15.714
C -8.202 -11.020 -17.148
N -8.006 -9.761 -18.043
H -8.298 -11.581 -13.889
H -7.107 -12.238 -14.893
H -8.791 -12.481 -15.190
H -7.146 -10.075 -15.483
H -8.875 -9.924 -15.407
H -9.193 -11.516 -17.337
H -7.393 -11.754 -17.376
H -7.213 -9.266 -17.687
H -8.813 -9.138 -17.824
```

Here are the Löwdin charges for atoms 1 to 2, given in e: atom 1 (Al): 0.29, atom 2 (I): 0.86